(1)
Below is the molecule C5H7N3O, with properties calculated with ωB97M-V/def2-TZVPD.

```
16
Properties=species:S:1:pos:R:3:nbo_charge:R:1
C -2.279 0.575 0.677 -0.406
N -1.234 0.360 -0.246 -0.467
C -1.020 0.911 -1.630 0.540
O -0.125 0.494 -2.379 -0.563
C -0.143 -0.430 0.321 0.242
C 1.150 -0.080 -0.322 -0.088
N 2.297 -0.271 0.581 -0.558
C 1.518 -1.066 1.578 0.135
N 0.151 -0.937 1.490 -0.471
H -3.036 0.993 -0.047 0.201
H -2.157 1.345 1.611 0.200
H -2.560 -0.454 0.998 0.221
H -1.870 1.684 -1.863 0.141
H 1.636 0.643 -1.089 0.227
H 3.255 -0.085 0.374 0.434
H 1.871 -1.606 2.514 0.211
```

## Properties
DFT total energy: -11812.030 eV
energy above the lowest of the compared OMol25 structures with the same formula, charge and spin: 420.6 kJ/mol
SMILES: CN(C=O)c1c[nH]cn1
net charge: 0
E_LUMO: 0.9 eV
orbital gap: 0.30938 Eh



(2)
Below is the molecule C2H4NP, with properties calculated with ωB97M-V/def2-TZVPD.

```
8
Properties=species:S:1:pos:R:3:nbo_charge:R:1
C 0.877 -0.037 0.224 0.581
C -0.270 -0.860 0.322 -0.773
N 1.745 0.762 0.036 -0.582
P -1.762 0.401 0.089 -0.133
H -0.388 -1.595 -0.438 0.283
H -0.304 -0.959 1.341 0.274
H 1.491 1.646 -0.375 0.431
H -1.390 0.643 -1.199 -0.081
```

## Properties
DFT total energy: -12913.680 eV
energy above the lowest of the compared OMol25 structures with the same formula, charge and spin: 274.9 kJ/mol
net charge: 0
E_LUMO (alpha / beta): -0.3 / -0.3 eV
orbital gap (alpha / beta): 0.23989 / 0.23982 Eh



(3)
Below is a cluster of 2 separate species, C3H9N2 in total, with properties calculated with ωB97M-V/def2-TZVPD.

```
14
Properties=species:S:1:pos:R:3:nbo_charge:R:1
C 1.488 -2.325 -0.669 0.059
N 1.719 -1.053 -0.372 -0.724
H 2.372 -2.752 -1.023 0.195
H 0.446 -2.642 -0.684 0.210
H 0.689 0.032 0.334 0.471
H 2.382 -0.728 -1.168 0.395
C -2.296 1.369 0.054 -0.356
C -1.262 0.878 0.768 -0.076
N 0.125 1.069 0.349 -0.778
H -2.319 1.420 -0.979 0.206
H -3.152 1.768 0.487 0.236
H -1.492 0.261 1.731 0.250
H 0.115 1.464 -0.642 0.456
H 0.479 1.533 1.190 0.456
```

## Properties
DFT total energy: -6226.702 eV
energy above the lowest of the compared OMol25 structures with the same formula, charge and spin: 419.3 kJ/mol
net charge: +1
E_LUMO: -3.9 eV
orbital gap: 0.36459 Eh



(4)
Below is a structure of composition C12H23N2O2P2RuSe, with properties calculated with ωB97M-V/def2-TZVPD.

```
43
Properties=species:S:1:pos:R:3:mulliken_spin:R:1
Ru 0.100 0.501 0.074 2.588
P -1.956 0.245 -0.506 -0.038
C -2.110 0.767 -2.247 0.018
C -0.807 1.317 -2.755 0.002
N 0.249 1.238 -1.923 -0.073
C 1.488 1.528 -2.353 0.013
C 1.679 2.263 -3.533 0.004
C 0.572 2.545 -4.329 0.021
C -0.664 2.044 -3.945 0.004
C 2.622 1.040 -1.475 0.027
P 2.029 -0.385 -0.410 0.030
H -1.566 2.219 -4.515 0.001
H 2.683 2.628 -3.759 0.001
H 0.682 3.120 -5.244 -0.001
H 3.456 0.642 -2.074 0.010
H 3.025 1.837 -0.825 0.013
H -2.505 -0.085 -2.783 0.000
H -2.886 1.560 -2.270 0.011
H -1.078 -2.353 -3.868 0.000
O -1.758 -2.227 -4.557 0.000
H -2.447 -2.887 -4.340 0.000
H -0.243 -2.541 -0.601 -0.002
O -0.409 -3.399 -0.996 0.003
H 0.063 -4.003 -0.435 -0.001
C 2.614 -1.757 -1.450 0.010
H 3.470 -1.418 -2.043 0.001
H 2.918 -2.586 -0.800 0.002
H 1.802 -2.083 -2.104 0.000
C 3.249 -0.477 0.964 0.037
H 3.111 -1.475 1.405 0.001
H 4.279 -0.352 0.597 0.017
H 3.017 0.298 1.707 -0.007
C -2.958 1.514 0.359 0.047
H -3.950 1.616 -0.111 0.013
H -3.033 1.108 1.384 0.004
H -2.412 2.475 0.319 0.006
C -2.973 -1.229 -0.389 0.023
H -3.175 -1.291 0.697 0.000
H -3.915 -1.091 -0.956 0.007
H -2.371 -2.088 -0.744 -0.008
Se 0.025 0.392 4.872 1.055
C 0.034 0.408 3.127 -0.042
N 0.049 0.423 1.932 0.201
```

## Properties
DFT total energy: -106367.320 eV
energy above the lowest of the compared OMol25 structures with the same formula, charge and spin: 0.0 kJ/mol
<S²>: 6.0357
net charge: +3
E_LUMO (alpha / beta): -11.5 / -13.7 eV
spin multiplicity: 5
orbital gap (alpha / beta): 0.26305 / 0.18262 Eh



(5)
Below is a structure of composition C31H27CdN4O4SSb, with properties calculated with ωB97M-V/def2-TZVPD.

```
69
Properties=species:S:1:pos:R:3:nbo_charge:R:1
Cd -0.069 0.234 0.314 1.707
C -2.204 0.052 3.056 -0.659
C -2.761 -0.805 1.964 0.266
C -4.095 -1.203 2.030 -0.242
C -4.627 -1.993 1.035 -0.139
C -3.790 -2.404 0.010 -0.275
C -2.471 -1.980 0.001 -0.081
N -1.964 -1.175 0.950 -0.572
Sb -1.234 -2.829 -1.531 1.042
C -0.790 -1.034 -2.615 -0.079
C -1.224 -1.080 -3.927 -0.292
C -1.082 0.046 -4.728 -0.143
C -0.524 1.169 -4.172 -0.233
C -0.109 1.163 -2.836 0.277
C 0.435 2.425 -2.259 -0.684
N -0.220 0.061 -2.078 -0.574
C 0.502 -3.055 -0.307 -0.096
C 0.777 -4.370 0.040 -0.288
C 1.930 -4.646 0.759 -0.147
C 2.793 -3.607 1.021 -0.249
C 2.478 -2.310 0.610 0.270
C 3.490 -1.229 0.755 -0.674
N 1.306 -2.028 0.012 -0.537
H -2.751 -0.118 3.982 0.222
H -2.302 1.106 2.796 0.243
H -1.153 -0.172 3.216 0.239
H -4.697 -0.879 2.868 0.222
H -5.665 -2.298 1.064 0.223
H -4.154 -3.055 -0.775 0.223
H -1.671 -1.985 -4.319 0.222
H -1.411 0.039 -5.760 0.222
H -0.404 2.078 -4.745 0.225
H 1.066 2.932 -2.991 0.222
H 1.028 2.265 -1.361 0.263
H -0.397 3.092 -2.021 0.254
H 0.101 -5.163 -0.254 0.220
H 2.162 -5.656 1.073 0.220
H 3.733 -3.778 1.527 0.221
H 4.287 -1.522 1.437 0.211
H 3.043 -0.291 1.075 0.265
H 3.943 -1.024 -0.218 0.249
O 2.298 1.006 4.059 -0.657
C 1.407 0.882 3.081 0.815
O 1.150 -0.182 2.554 -0.664
C 0.649 2.132 2.792 0.092
C 0.699 3.271 3.573 -0.200
C -0.121 4.333 3.212 -0.157
C -0.956 4.216 2.115 -0.198
C -0.949 3.028 1.393 0.116
N -0.155 2.027 1.740 -0.552
C -1.881 2.784 0.197 0.736
O -2.585 3.726 -0.148 -0.664
O -1.819 1.616 -0.297 -0.851
H 2.731 0.145 4.165 0.503
H 1.370 3.326 4.417 0.240
H -0.104 5.248 3.789 0.223
H -1.620 5.006 1.796 0.255
S 2.585 2.110 0.597 -0.518
C 4.204 1.759 0.017 -0.156
C 4.472 1.556 -1.342 -0.203
C 5.742 1.220 -1.785 -0.216
C 6.791 1.083 -0.884 -0.262
C 6.546 1.296 0.466 -0.209
C 5.274 1.628 0.909 -0.259
H 3.660 1.657 -2.053 0.199
H 5.916 1.067 -2.844 0.203
H 7.782 0.820 -1.229 0.206
H 7.353 1.202 1.183 0.204
H 5.090 1.792 1.964 0.209
```

## Properties
DFT total energy: -68674.268 eV
energy above the lowest of the compared OMol25 structures with the same formula, charge and spin: 0.0 kJ/mol
net charge: 0
E_LUMO: 0.0 eV
orbital gap: 0.23957 Eh



(6)
Below is a structure of composition C15H14BClFHgN8O4, with properties calculated with ωB97M-V/def2-TZVPD.

```
45
Properties=species:S:1:pos:R:3:mulliken_spin:R:1
Hg -1.409 0.660 -0.527 0.807
C 1.052 4.557 0.367 0.001
C 0.815 3.474 -0.496 0.003
N 0.554 2.366 0.187 0.005
N 0.600 2.706 1.492 0.005
C 0.902 4.014 1.626 0.004
B 0.373 1.703 2.668 0.030
N -1.140 1.512 2.967 -0.003
C -1.843 2.218 3.879 0.002
C -3.144 1.765 3.866 0.001
C -3.137 0.757 2.885 0.005
N -1.931 0.605 2.356 0.016
N 1.062 0.343 2.409 -0.009
C 2.086 -0.158 3.138 0.001
C 2.448 -1.371 2.596 0.004
C 1.563 -1.527 1.509 -0.013
N 0.740 -0.496 1.400 0.014
H 1.275 5.581 0.109 0.000
H 0.816 3.449 -1.578 -0.001
H 0.985 4.464 2.605 0.001
H 0.877 2.199 3.654 0.000
H -1.372 2.997 4.459 0.001
H -3.971 2.118 4.461 0.000
H -3.956 0.147 2.531 -0.002
H 2.474 0.380 3.990 0.001
H 3.225 -2.040 2.931 0.000
H 1.490 -2.348 0.811 0.005
Cl -2.967 2.743 -0.213 0.142
F -1.772 -4.864 -2.268 0.001
C -0.682 -4.108 -2.501 -0.009
C -0.785 -2.960 -3.180 0.008
N 0.302 -2.175 -3.478 0.006
C 0.175 -0.923 -4.257 0.016
C -1.313 -0.603 -4.528 -0.024
O -1.691 -0.893 -5.689 -0.001
O -1.959 -0.133 -3.562 -0.022
C 1.568 -2.551 -3.089 0.005
O 2.581 -1.954 -3.403 -0.001
N 1.614 -3.708 -2.323 -0.001
C 0.581 -4.586 -2.002 -0.003
O 0.795 -5.612 -1.379 0.000
H -1.744 -2.610 -3.538 -0.001
H 0.688 -1.061 -5.203 -0.001
H 0.647 -0.122 -3.696 0.010
H 2.529 -3.956 -1.987 0.000
```

## Properties
DFT total energy: -55988.604 eV
energy above the lowest of the compared OMol25 structures with the same formula, charge and spin: 0.0 kJ/mol
<S²>: 0.7541
net charge: -2
E_LUMO (alpha / beta): 4.8 / 4.4 eV
spin multiplicity: 2
orbital gap (alpha / beta): 0.23196 / 0.28407 Eh



(7)
Below is a structure of composition C36H38AlN5O7S, with properties calculated with ωB97M-V/def2-TZVPD.

```
88
Properties=species:S:1:pos:R:3:lowdin_charge:R:1
Al -16.732 13.587 -0.446 0.420
N -17.309 13.503 1.444 0.122
C -18.670 12.997 1.712 -0.183
C -19.365 13.656 2.675 -0.040
C -20.647 13.228 3.020 -0.047
C -21.236 12.178 2.241 -0.067
C -20.591 11.647 1.158 -0.039
C -19.270 12.035 0.868 -0.085
C -18.531 11.245 -0.192 -0.175
C -18.823 9.914 -0.310 -0.050
C -18.143 9.119 -1.204 -0.054
C -17.288 9.719 -2.118 -0.124
C -17.009 11.071 -2.008 -0.105
C -17.543 11.864 -0.980 -0.074
H -16.488 13.048 1.866 0.112
H -17.302 14.505 1.759 0.118
H -18.843 14.417 3.201 0.112
H -21.186 13.737 3.838 0.111
H -22.266 11.962 2.547 0.107
H -21.085 10.937 0.528 0.112
H -19.451 9.457 0.453 0.119
H -18.308 8.075 -1.026 0.107
H -16.845 9.117 -2.886 0.088
H -16.358 11.539 -2.749 0.099
O -17.231 14.695 -3.303 0.120
C -17.668 15.405 -2.449 -0.365
N -17.429 15.165 -1.083 0.120
C -17.869 16.239 -0.389 -0.384
O -17.768 16.369 0.837 0.060
C -18.610 17.164 -1.295 -0.094
C -19.291 18.327 -0.984 -0.005
C -19.952 18.955 -2.018 -0.044
C -19.860 18.419 -3.361 -0.029
C -19.197 17.210 -3.579 0.000
C -18.493 16.658 -2.556 -0.085
H -19.387 18.611 0.060 0.124
H -20.592 19.846 -1.848 0.114
H -20.258 18.989 -4.167 0.093
H -19.133 16.817 -4.586 0.116
O -14.568 12.513 1.600 0.063
C -14.175 13.034 0.569 -0.498
O -14.916 13.658 -0.289 0.026
C -12.691 13.010 0.174 -0.128
C -11.756 12.619 1.116 0.002
C -10.408 12.608 0.754 -0.034
C -10.014 12.951 -0.554 0.018
C -11.002 13.418 -1.420 -0.110
C -12.304 13.503 -1.024 0.032
N -10.558 13.991 -2.753 -0.357
O -9.459 13.635 -3.113 0.071
O -11.284 14.741 -3.349 0.092
H -12.054 12.391 2.135 0.127
H -9.639 12.418 1.475 0.101
H -8.993 13.109 -0.836 0.112
H -13.042 14.038 -1.647 0.147
C -14.364 8.147 -1.404 -0.157
C -14.325 8.103 0.152 -0.165
C -14.131 9.574 0.461 -0.190
O -13.168 10.033 -0.536 -0.158
C -13.282 9.220 -1.717 -0.189
H -15.339 8.539 -1.779 0.064
H -14.224 7.135 -1.881 0.123
H -13.503 7.379 0.472 0.134
H -15.275 7.795 0.585 0.103
H -13.749 9.778 1.481 0.129
H -15.094 10.071 0.302 0.108
H -12.301 8.767 -1.949 0.115
H -13.540 9.862 -2.587 0.110
C -17.623 14.380 -8.320 -0.092
C -18.056 14.183 -6.860 -0.267
N -17.490 12.925 -6.311 -0.003
C -18.137 12.178 -5.383 -0.861
S -19.734 12.399 -4.844 0.563
N -17.491 11.068 -4.966 -0.023
C -16.122 10.620 -5.284 -0.251
C -16.088 9.618 -6.405 -0.085
H -18.205 15.217 -8.713 0.067
H -17.774 13.471 -8.916 0.075
H -16.555 14.658 -8.449 0.073
H -19.154 14.080 -6.809 0.068
H -17.865 14.991 -6.130 0.103
H -16.460 12.956 -6.293 0.137
H -17.965 10.718 -4.168 0.046
H -15.746 10.176 -4.375 0.075
H -15.383 11.453 -5.437 0.126
H -16.721 8.752 -6.144 0.084
H -15.084 9.262 -6.645 0.077
H -16.564 10.023 -7.291 0.070
```

## Properties
DFT total energy: -77166.303 eV
energy above the lowest of the compared OMol25 structures with the same formula, charge and spin: 39.0 kJ/mol
net charge: 0
E_LUMO: -0.2 eV
orbital gap: 0.27457 Eh



(8)
Below is a cluster of 2 separate species, C11H22N5O7S in total, with properties calculated with ωB97M-V/def2-TZVPD.

```
46
Properties=species:S:1:pos:R:3:nbo_charge:R:1
O -4.761 0.208 -4.630 -0.651
O 0.507 -0.136 -0.622 -0.777
O -3.721 3.283 -0.192 -0.636
O 3.649 -4.655 3.940 -0.952
O 5.640 -4.810 5.325 -0.917
O 0.642 0.953 1.292 -0.804
N 2.690 -2.653 0.059 -0.808
O 3.980 -2.930 5.681 -0.867
C -3.916 0.587 -3.835 0.659
C 0.003 0.558 0.289 0.764
C -3.727 2.719 -1.281 0.660
C 3.123 -1.885 0.967 0.576
N 2.995 -0.577 0.788 -0.854
N -4.010 3.395 -2.402 -0.614
N 3.710 -2.452 2.045 -0.664
N -4.188 0.541 -2.530 -0.608
C -2.590 1.097 -4.360 -0.723
C -4.217 4.840 -2.457 -0.409
C -1.475 0.967 0.180 -0.513
C 4.656 -1.763 2.915 -0.226
C -2.066 0.726 -1.218 -0.392
C 5.592 -2.810 3.495 -0.658
C -3.532 1.187 -1.368 -0.133
S 4.723 -3.913 4.613 2.292
H 2.786 -3.647 0.199 0.309
H 3.065 -3.225 5.571 0.515
H 2.606 -0.094 1.593 0.404
H 2.367 -0.440 -0.016 0.458
H -4.072 2.867 -3.258 0.397
H 3.547 -3.449 2.148 0.413
H -5.064 0.085 -2.333 0.404
H -2.650 1.184 -5.443 0.235
H -1.815 0.375 -4.104 0.256
H -2.338 2.063 -3.934 0.219
H -4.404 5.157 -3.483 0.200
H -5.068 5.111 -1.830 0.205
H -3.331 5.350 -2.074 0.209
H -1.554 2.028 0.420 0.224
H -2.065 0.408 0.911 0.199
H 4.129 -1.215 3.705 0.198
H 5.234 -1.033 2.334 0.226
H -1.448 1.262 -1.937 0.205
H -2.016 -0.343 -1.436 0.229
H 6.040 -3.403 2.697 0.266
H 6.385 -2.324 4.062 0.253
H -4.040 0.802 -0.483 0.229
```

## Properties
DFT total energy: -44384.540 eV
net charge: -1
E_LUMO: 2.4 eV
orbital gap: 0.26266 Eh



> The lowest DFT total energy belongs to which entry?

C12H23N2O2P2RuSe



> Which value of net charge does entry 3 give?

+1



What did the eighth record say?
Below is a cluster of 2 separate species, C11H22N5O7S in total, with properties calculated with ωB97M-V/def2-TZVPD.

```
46
Properties=species:S:1:pos:R:3:nbo_charge:R:1
O -4.761 0.208 -4.630 -0.651
O 0.507 -0.136 -0.622 -0.777
O -3.721 3.283 -0.192 -0.636
O 3.649 -4.655 3.940 -0.952
O 5.640 -4.810 5.325 -0.917
O 0.642 0.953 1.292 -0.804
N 2.690 -2.653 0.059 -0.808
O 3.980 -2.930 5.681 -0.867
C -3.916 0.587 -3.835 0.659
C 0.003 0.558 0.289 0.764
C -3.727 2.719 -1.281 0.660
C 3.123 -1.885 0.967 0.576
N 2.995 -0.577 0.788 -0.854
N -4.010 3.395 -2.402 -0.614
N 3.710 -2.452 2.045 -0.664
N -4.188 0.541 -2.530 -0.608
C -2.590 1.097 -4.360 -0.723
C -4.217 4.840 -2.457 -0.409
C -1.475 0.967 0.180 -0.513
C 4.656 -1.763 2.915 -0.226
C -2.066 0.726 -1.218 -0.392
C 5.592 -2.810 3.495 -0.658
C -3.532 1.187 -1.368 -0.133
S 4.723 -3.913 4.613 2.292
H 2.786 -3.647 0.199 0.309
H 3.065 -3.225 5.571 0.515
H 2.606 -0.094 1.593 0.404
H 2.367 -0.440 -0.016 0.458
H -4.072 2.867 -3.258 0.397
H 3.547 -3.449 2.148 0.413
H -5.064 0.085 -2.333 0.404
H -2.650 1.184 -5.443 0.235
H -1.815 0.375 -4.104 0.256
H -2.338 2.063 -3.934 0.219
H -4.404 5.157 -3.483 0.200
H -5.068 5.111 -1.830 0.205
H -3.331 5.350 -2.074 0.209
H -1.554 2.028 0.420 0.224
H -2.065 0.408 0.911 0.199
H 4.129 -1.215 3.705 0.198
H 5.234 -1.033 2.334 0.226
H -1.448 1.262 -1.937 0.205
H -2.016 -0.343 -1.436 0.229
H 6.040 -3.403 2.697 0.266
H 6.385 -2.324 4.062 0.253
H -4.040 0.802 -0.483 0.229
```

## Properties
DFT total energy: -44384.540 eV
net charge: -1
E_LUMO: 2.4 eV
orbital gap: 0.26266 Eh